{
  "formula": "C43H37IrN4O2P2S3Te",
  "method": "the ωB97M-V functional and the def2-TZVPD basis",
  "elements": ["Ir", "S", "P", "C", "P", "S", "C", "C", "C", "C", "C", "C", "C", "C", "C", "C", "C", "C", "C", "C", "C", "C", "C", "C", "C", "C", "C", "C", "C", "C", "H", "H", "H", "H", "H", "H", "H", "H", "H", "H", "H", "H", "H", "H", "H", "H", "H", "H", "H", "H", "N", "C", "C", "C", "C", "C", "C", "S", "O", "O", "N", "C", "N", "C", "C", "C", "N", "H", "H", "H", "H", "H", "H", "H", "H", "H", "C", "Te", "C", "C", "C", "C", "C", "C", "C", "H", "H", "H", "H", "H", "H", "H", "H"],
  "xyz": [[-0.8421, -0.2483, 0.6069], [0.8609, 1.8210, 1.2123], [1.4068, 1.2233, -0.6200], [-0.0708, 0.5020, -1.1604], [-0.6396, -0.5672, -2.4139], [-2.4037, -1.1166, -1.6868], [-0.7360, 0.3259, -3.9986], [-1.8239, 0.1408, -4.8411], [-1.8325, 0.7307, -6.0969], [-0.7571, 1.5051, -6.5075], [0.3229, 1.7092, -5.6594], [0.3355, 1.1167, -4.4066], [0.3290, -2.0472, -2.8993], [0.1954, -3.1907, -2.1189], [0.9584, -4.3152, -2.3880], [1.8421, -4.3128, -3.4568], [1.9529, -3.1875, -4.2623], [1.2000, -2.0558, -3.9892], [2.9475, 0.2576, -0.4855], [3.9380, 0.7216, 0.3806], [5.1206, 0.0128, 0.5178], [5.3147, -1.1643, -0.1932], [4.3257, -1.6302, -1.0452], [3.1433, -0.9198, -1.1905], [1.8323, 2.6355, -1.6840], [0.7842, 3.4995, -2.0000], [0.9834, 4.5249, -2.9070], [2.2290, 4.6940, -3.5003], [3.2771, 3.8468, -3.1735], [3.0826, 2.8140, -2.2657], [-2.6572, -0.4606, -4.4959], [-2.6764, 0.5769, -6.7571], [-0.7580, 1.9545, -7.4926], [1.1606, 2.3209, -5.9703], [1.1755, 1.2651, -3.7407], [-0.5064, -3.2005, -1.2990], [0.8580, -5.1821, -1.7478], [2.4369, -5.1910, -3.6754], [2.6309, -3.1830, -5.1066], [1.2983, -1.1848, -4.6205], [3.7661, 1.6269, 0.9497], [5.8890, 0.3757, 1.1889], [6.2374, -1.7191, -0.0794], [4.4586, -2.5553, -1.5916], [2.3634, -1.2920, -1.8301], [-0.1836, 3.3390, -1.5392], [0.1641, 5.1836, -3.1654], [2.3806, 5.4851, -4.2237], [4.2482, 3.9823, -3.6329], [3.8966, 2.1441, -2.0178], [2.1195, -1.7327, 6.9222], [1.6866, -1.9915, 5.6373], [0.7627, -3.0167, 5.3950], [0.3703, -3.3116, 4.1056], [0.9005, -2.5885, 3.0462], [1.8090, -1.5648, 3.2656], [2.2037, -1.2691, 4.5562], [0.2698, -2.8604, 1.4201], [0.9711, -1.9375, 0.5346], [0.3301, -4.2413, 1.0529], [-1.2184, -2.2031, 1.5137], [-2.3761, -2.9075, 1.6397], [-3.5282, -2.2269, 1.4868], [-4.6574, -2.9192, 1.4881], [-4.6903, -4.2922, 1.6426], [-3.4634, -4.8922, 1.8798], [-2.3235, -4.2238, 1.8986], [1.5679, -2.0970, 7.6780], [2.5625, -0.8484, 7.0950], [0.3512, -3.5716, 6.2299], [-0.3478, -4.0979, 3.9005], [2.1939, -1.0056, 2.4215], [2.9076, -0.4656, 4.7376], [-5.5670, -2.3367, 1.3733], [-5.6118, -4.8535, 1.6075], [-3.3912, -5.9575, 2.0758], [-1.8458, 2.2526, 3.4230], [-2.7415, 0.6232, 2.2907], [-3.4486, 2.3343, 1.1619], [-3.6362, 3.4218, 2.1802], [-4.5389, 4.4610, 2.0081], [-4.6833, 5.4277, 2.9944], [-3.9354, 5.3487, 4.1581], [-3.0188, 4.3195, 4.3280], [-2.8531, 3.3630, 3.3365], [-0.9085, 2.5349, 2.9414], [-1.6353, 1.9512, 4.4475], [-4.3593, 2.0951, 0.6178], [-2.6589, 2.5716, 0.4471], [-5.1329, 4.5172, 1.1035], [-5.3912, 6.2353, 2.8590], [-4.0672, 6.0864, 4.9393], [-2.4359, 4.2581, 5.2394]],
  "energy_ha": -4279.92044,
  "de_lowest_kj_mol": 257.61,
  "e_homo_ev": [-7.2, -7.2],
  "lumo_energy_ev": [-0.3, -0.3],
  "fmax_ev_per_a": 1.9,
  "orbital_gap_ev": [6.930, 6.928]
}


{
  "formula": "C43H38AlBrN2O4S2",
  "method": "the ωB97M-V functional and the def2-TZVPD basis",
  "elements": ["Al", "C", "C", "C", "C", "C", "C", "C", "S", "O", "C", "C", "C", "C", "C", "C", "C", "C", "C", "C", "C", "C", "C", "C", "C", "C", "C", "C", "C", "C", "S", "O", "C", "C", "C", "C", "C", "C", "C", "H", "H", "H", "H", "H", "H", "H", "H", "H", "H", "H", "H", "H", "H", "H", "H", "H", "H", "H", "H", "H", "H", "H", "H", "H", "H", "N", "C", "C", "N", "H", "H", "H", "H", "H", "H", "H", "H", "Br", "C", "C", "C", "C", "C", "C", "C", "O", "O", "H", "H", "H", "H"],
  "xyz": [[-1.4143, 2.2535, -1.1006], [6.0025, 3.2297, -4.7249], [4.8063, 2.7149, -3.9719], [4.3687, 1.4018, -4.1492], [3.2779, 0.9130, -3.4522], [2.6268, 1.7458, -2.5508], [3.0302, 3.0603, -2.3570], [4.1165, 3.5339, -3.0737], [1.2437, 1.0500, -1.7087], [0.4136, 2.3193, -1.2795], [1.9498, 0.3815, -0.2262], [3.1843, 0.8901, 0.2374], [3.7948, 0.3073, 1.3021], [3.2729, -0.8814, 1.8611], [3.9814, -1.5791, 2.8686], [3.5284, -2.7800, 3.3307], [2.3573, -3.3480, 2.7843], [1.6367, -2.6808, 1.8382], [2.0467, -1.4091, 1.3720], [1.3021, -0.6781, 0.3945], [-0.1694, -1.0198, 0.1821], [-0.5664, -2.2360, -0.6406], [0.5425, -2.9606, -1.3351], [0.3358, -4.0878, -2.0087], [-2.2266, -4.1297, -2.5132], [-3.2966, -3.3457, -1.7495], [-2.7506, -2.4792, -0.5990], [-3.4168, -1.3819, 0.1637], [-2.6579, -0.4385, 0.7395], [-1.1609, -0.2973, 0.7668], [-0.6424, 1.2483, 1.4898], [-1.5944, 2.2515, 0.7112], [-1.1410, 1.1914, 3.1679], [-0.0444, 1.0885, 4.0239], [-0.2570, 0.9089, 5.3801], [-1.5497, 0.8576, 5.8979], [-1.7824, 0.6948, 7.3736], [-2.6305, 0.9941, 5.0197], [-2.4433, 1.1536, 3.6621], [6.0043, 2.8729, -5.7547], [6.9223, 2.8738, -4.2555], [6.0313, 4.3174, -4.7325], [4.8807, 0.7601, -4.8576], [2.9346, -0.1053, -3.6106], [2.5038, 3.6993, -1.6598], [4.4403, 4.5591, -2.9357], [3.6463, 1.7331, -0.2579], [4.7260, 0.7094, 1.6835], [4.9065, -1.1539, 3.2408], [4.0835, -3.3162, 4.0906], [2.0339, -4.3290, 3.1108], [0.7707, -3.1562, 1.4083], [1.5434, -2.5393, -1.2836], [1.1873, -4.5592, -2.4897], [-2.7308, -4.6725, -3.3030], [-4.3445, -3.5880, -1.8748], [-4.4974, -1.3325, 0.2498], [-3.1775, 0.3453, 1.2704], [0.9643, 1.1328, 3.6242], [0.5914, 0.8183, 6.0480], [-0.9624, 0.1572, 7.8468], [-2.7124, 0.1630, 7.5711], [-1.8555, 1.6744, 7.8523], [-3.6397, 0.9711, 5.4148], [-3.3019, 1.2707, 3.0172], [-3.3883, 2.4945, -1.5451], [-3.7950, 3.9204, -1.4673], [-2.6684, 4.7254, -2.0949], [-1.4036, 4.2595, -1.4536], [-3.5357, 2.1062, -2.4796], [-3.9694, 1.9072, -0.9515], [-3.8954, 4.1840, -0.4134], [-4.7437, 4.1129, -1.9598], [-2.8217, 5.7933, -1.9722], [-2.6029, 4.5077, -3.1611], [-1.3159, 4.6775, -0.5267], [-0.5855, 4.5672, -1.9708], [-1.7976, -2.8000, 2.2303], [-1.6146, -3.1474, 0.2521], [-1.5258, -4.6608, 0.3014], [-1.2088, -5.4567, -0.7040], [-0.9655, -4.8749, -2.0632], [-2.3229, -2.6934, -2.7471], [-1.7562, -1.8092, -1.6149], [-2.1778, -0.3895, -2.0438], [-3.2296, -0.2273, -2.6278], [-1.4131, 0.6279, -1.7342], [-1.7560, -5.1156, 1.2507], [-1.1719, -6.5297, -0.5538], [-0.8207, -5.6797, -2.7789], [-2.5369, -2.2619, -3.7109]],
  "energy_ha": -5684.21541,
  "de_lowest_kj_mol": 702.75,
  "charge": 2,
  "e_homo_ev": -13.1,
  "lumo_energy_ev": -5.2,
  "fmax_ev_per_a": 0.5,
  "orbital_gap_ev": 7.842
}


{
  "formula": "C43H38BClFNO8",
  "method": "the ωB97M-V functional and the def2-TZVPD basis",
  "elements": ["C", "B", "O", "C", "C", "N", "C", "C", "C", "C", "C", "C", "C", "O", "C", "O", "C", "C", "F", "C", "C", "O", "Cl", "H", "H", "H", "H", "H", "H", "H", "H", "H", "H", "H", "H", "H", "H", "H", "H", "H", "H", "H", "H", "H", "H", "O", "C", "C", "C", "C", "C", "C", "C", "C", "O", "C", "C", "C", "C", "C", "C", "H", "H", "H", "H", "H", "H", "H", "H", "O", "C", "C", "C", "C", "C", "C", "C", "C", "O", "C", "C", "C", "C", "C", "C", "H", "H", "H", "H", "H", "H", "H", "H"],
  "xyz": [[3.9356, -4.4874, -0.7867], [2.6025, -3.8958, -0.1770], [1.5360, -4.7315, 0.0241], [2.4826, -2.3220, 0.1404], [2.8549, -2.1877, 1.6423], [2.4061, -3.3157, 2.4758], [1.0142, -1.9235, -0.2102], [0.0522, -1.9186, 0.9533], [-0.8760, -2.9467, 1.1111], [-1.7902, -2.9176, 2.1595], [-1.8069, -1.8703, 3.0745], [-0.8783, -0.8403, 2.9398], [0.0232, -0.8751, 1.8799], [3.5026, -1.7125, -0.6682], [3.4812, -0.3247, -0.8703], [2.9114, 0.4334, 0.1485], [2.7999, 0.0144, -2.2167], [2.0939, 1.3514, -2.2410], [0.8446, 1.2429, -1.6431], [4.9828, 0.0918, -1.0199], [5.7825, -0.2971, 0.1775], [6.2462, -1.3420, 0.4093], [5.9448, 1.0591, 1.3685], [4.7854, -4.4111, -0.1086], [3.7892, -5.5162, -1.1120], [4.2058, -3.9239, -1.6784], [1.8682, -5.5825, 0.3263], [2.5384, -1.2354, 2.0584], [3.9484, -2.1705, 1.6427], [2.1159, -2.9673, 3.3818], [3.2189, -3.8827, 2.6906], [0.9247, -0.9517, -0.6882], [0.6225, -2.6497, -0.9216], [-0.9270, -3.7738, 0.4197], [-2.5269, -3.7015, 2.2641], [-2.5310, -1.8505, 3.8749], [-0.8637, -0.0087, 3.6262], [0.7246, -0.0575, 1.7710], [3.3597, 0.2666, 0.9850], [3.5436, -0.0289, -3.0041], [2.0738, -0.7702, -2.4135], [2.6376, 2.1223, -1.7029], [1.9282, 1.6493, -3.2741], [5.4016, -0.3825, -1.9011], [4.9879, 1.1699, -1.1506], [-7.4344, -1.4097, -0.0835], [-7.0897, -2.2875, -0.8468], [-8.0954, -3.1862, -1.4823], [-9.4437, -2.9944, -1.2085], [-10.3933, -3.7973, -1.8169], [-10.0005, -4.7953, -2.7028], [-8.6573, -5.0004, -2.9676], [-7.7000, -4.2014, -2.3554], [-6.2575, -4.4483, -2.6391], [-5.9129, -5.3641, -3.3570], [-5.2549, -3.5373, -2.0212], [-3.9066, -3.7261, -2.2990], [-2.9635, -2.8711, -1.7558], [-3.3604, -1.8220, -0.9332], [-4.7012, -1.6362, -0.6438], [-5.6530, -2.4942, -1.1814], [-9.7429, -2.2139, -0.5227], [-11.4433, -3.6442, -1.6052], [-10.7451, -5.4145, -3.1855], [-8.3453, -5.7779, -3.6511], [-3.6032, -4.5407, -2.9421], [-1.9135, -3.0184, -1.9743], [-2.6200, -1.1520, -0.5158], [-5.0147, -0.8247, -0.0019], [2.5160, 4.9302, -1.0560], [2.5944, 5.5787, -0.0321], [2.3245, 7.0433, -0.0283], [1.9537, 7.6672, -1.2127], [1.6654, 9.0211, -1.2194], [1.7449, 9.7582, -0.0425], [2.1284, 9.1447, 1.1379], [2.4245, 7.7877, 1.1497], [2.8526, 7.1491, 2.4273], [2.9900, 7.8065, 3.4374], [3.1014, 5.6801, 2.4279], [3.4678, 5.0525, 3.6123], [3.6747, 3.6821, 3.6338], [3.5134, 2.9375, 2.4705], [3.1598, 3.5591, 1.2877], [2.9582, 4.9303, 1.2579], [1.8888, 7.0880, -2.1233], [1.3731, 9.5048, -2.1421], [1.5084, 10.8140, -0.0481], [2.1971, 9.7137, 2.0546], [3.5869, 5.6394, 4.5124], [3.9593, 3.1935, 4.5565], [3.6612, 1.8710, 2.4893], [3.0363, 2.9773, 0.3855]],
  "smiles": "CB(O)[C@](CN)(Cc1ccccc1)O[C@](O)(CCF)CC(=O)Cl.O=C1c2ccccc2C(=O)c2ccccc21.O=C1c2ccccc2C(=O)c2ccccc21",
  "energy_ha": -2903.06381,
  "e_homo_ev": -8.8,
  "lumo_energy_ev": -1.0,
  "fmax_ev_per_a": 1.4,
  "orbital_gap_ev": 7.812
}